Arrangement w

Formula: C5H10N3
Source: OMol25
Level of theory: the ωB97M-V functional and the def2-TZVPD basis

Geometry as XYZ:
```
18
C5H10N3, DFT the ωB97M-V functional and the def2-TZVPD basis
C -0.93942 0.98876 -0.47436
C 1.36469 0.10298 -0.48091
C 0.59196 -0.86519 0.32993
C 0.15835 0.60446 0.31669
C 0.34536 1.43618 1.58508
N -1.76025 1.74166 -0.87084
N -0.74742 -1.43022 -1.61870
N -0.18499 -1.90023 -0.42121
H 2.34355 0.41302 -0.15172
H 1.22516 0.02706 -1.55041
H 0.99361 -1.24694 1.26028
H 0.05729 0.88682 2.47787
H -0.26813 2.33134 1.53340
H 1.38274 1.74626 1.68499
H -2.50212 1.78363 -1.54511
H -1.73893 -1.63661 -1.64903
H 0.51978 -2.62742 -0.66420
H -0.84125 -2.35555 0.23823
```

Summary:
LUMO in eV: -4.158
HOMO-LUMO gap in eV: 8.2
Total charge: +1



Arrangement x

Formula: C5H10N3
Source: OMol25
Level of theory: the ωB97M-V functional and the def2-TZVPD basis

Geometry as XYZ:
```
18
C5H10N3, DFT the ωB97M-V functional and the def2-TZVPD basis
C 0.27052 -0.56697 0.14392
C -2.27842 0.58984 -0.57935
C -1.92950 -0.16265 0.70369
C -1.44797 1.24851 0.43064
C 2.71217 -0.30989 -0.31881
N -0.87510 -1.07938 0.48548
N -0.06902 1.29203 0.04354
N 1.46869 -1.06651 -0.17059
H -1.78123 0.24517 -1.43643
H -3.33297 0.73932 -0.89911
H -2.69376 -0.54881 1.54171
H -1.69433 2.16198 0.97240
H 3.31581 -0.36134 0.62366
H 3.07942 -1.03091 -1.13954
H 2.39598 0.60574 -0.75138
H -0.97473 -2.08168 0.69491
H 0.49577 1.67422 0.78018
H 1.70858 -2.01392 -0.09359
```

Summary:
LUMO in eV: -3.435
HOMO-LUMO gap in eV: 10.5
Total charge: +1



Bottom line: arrangement x, by a margin of 0.0462 hartree.



Arrangement w

Formula: C5H10N3
Source: OMol25
Level of theory: the ωB97M-V functional and the def2-TZVPD basis

Geometry as XYZ:
```
18
C5H10N3, DFT the ωB97M-V functional and the def2-TZVPD basis
H 1.53192 1.73452 0.62312
N 1.52383 0.92915 1.19742
C 0.70694 0.03358 0.92738
C 0.38149 -1.17661 1.73504
C -0.47082 -2.05858 0.85314
N -0.75746 -1.58140 -0.24827
C -0.15999 0.00857 -0.28112
C -1.24614 1.03484 -0.32136
N 0.57290 0.13908 -1.58971
H -0.04761 -1.07120 2.72471
H 1.28828 -1.69105 2.14031
H -0.60006 -3.14290 1.13958
H -1.54698 1.39711 0.64972
H -2.11480 0.78163 -0.88506
H -1.05105 1.93156 -0.91481
H 1.07695 -0.73250 -1.75930
H 1.23078 0.92524 -1.58430
H -0.06674 0.42380 -2.25356
```

Summary:
LUMO in eV: -3.637
HOMO-LUMO gap in eV: 10.2
Total charge: +1
Structure (SMILES): [H]/N=C1/CC=N[C@]1(C)[NH3+]



Arrangement x

Formula: C5H10N3
Source: OMol25
Level of theory: the ωB97M-V functional and the def2-TZVPD basis

Geometry as XYZ:
```
18
C5H10N3, DFT the ωB97M-V functional and the def2-TZVPD basis
C 0.15999 -1.84182 -1.66572
C 0.21824 -0.85068 -0.61132
N -0.30746 -1.00155 0.50367
C -0.14032 0.11079 1.38940
C -1.37774 0.51409 2.24284
N 0.48743 1.10907 0.46189
C 0.68308 0.61262 -0.71757
N 1.20411 1.29934 -1.74748
H -0.20940 -2.69825 -1.09880
H 1.12495 -2.13013 -2.10426
H -0.66210 -1.65710 -2.37373
H 0.68002 -0.22974 2.05876
H -2.27115 0.73255 1.74574
H -1.76230 -0.32515 2.82679
H -1.21831 1.31238 2.83999
H 0.52717 2.07718 0.57970
H 1.45694 2.25898 -1.72017
H 1.40683 0.70743 -2.60974
```

Summary:
LUMO in eV: -4.112
HOMO-LUMO gap in eV: 10.9
Total charge: +1
Structure (SMILES): CC1=N[C@H](C)NC1=[NH2+]



Bottom line: arrangement x, by a margin of 0.0715 hartree.



Arrangement w

Formula: C7H9N4
Source: OMol25
Level of theory: the ωB97M-V functional and the def2-TZVPD basis

Geometry as XYZ:
```
20
C7H9N4, DFT the ωB97M-V functional and the def2-TZVPD basis
C -1.76466 -1.02652 -0.28382
N -0.36616 -0.73895 -0.27330
C 0.58953 -1.87843 -0.33413
C 0.06112 0.44761 0.02137
N 1.37063 0.51058 0.40107
C 2.01121 1.56042 0.78664
C 1.33666 2.80432 0.90513
C 0.07071 2.86239 0.38522
C -0.60719 1.71672 -0.11767
N -1.69756 1.86992 -0.81587
N -2.61189 2.07452 -1.45626
H -2.27762 -0.13946 0.12325
H -2.00686 -1.20309 -1.42838
H -2.16917 -1.88124 0.23988
H -0.02197 -2.82833 -0.33256
H 1.23529 -1.84374 -1.22337
H 1.23243 -2.16720 0.46306
H 2.99739 1.42580 0.99789
H 1.83482 3.71892 1.29844
H -0.62566 3.81251 0.43280
```

Summary:
LUMO (alpha / beta) in eV: -5.295 / -5.296
HOMO-LUMO gap (alpha / beta) in eV: 7.7 / 7.7
Total charge: +1
Structure (SMILES): CN(C)c1ncccc1[N+]#N



Arrangement x

Formula: C7H9N4
Source: OMol25
Level of theory: the ωB97M-V functional and the def2-TZVPD basis

Geometry as XYZ:
```
20
C7H9N4, DFT the ωB97M-V functional and the def2-TZVPD basis
C -0.60679 -0.08491 -2.85553
C -0.94370 -0.53616 -1.80040
N -1.33840 -0.88612 -0.55354
N -2.56538 -1.42821 -0.39104
C -2.73020 -1.70974 0.88123
N -1.65924 -1.38457 1.54350
C -0.78775 -0.84944 0.68510
N 0.39149 -0.37320 0.99580
C 1.38485 0.26948 0.11911
C 2.24533 1.21614 0.94612
C 2.39116 2.47380 0.52196
H -0.13339 0.20058 -3.76075
H -3.21336 -1.56883 -1.15162
H -3.64493 -2.13944 1.24925
H 0.64724 -0.46009 1.96766
H 2.09888 -0.43767 -0.30287
H 0.94129 0.89162 -0.65332
H 2.66968 0.83164 1.87185
H 3.35874 2.95702 0.45396
H 1.49448 3.01811 0.23352
```

Summary:
LUMO in eV: -3.497
HOMO-LUMO gap in eV: 8.8
Total charge: +1
Structure (SMILES): C#Cn1[nH]cn/c1=[NH+]/CC=C



Bottom line: arrangement w, by a margin of 0.0690 hartree.